[1]
16
Properties=species:S:1:pos:R:3 method="wB97M-V/def2-TZVPD" lumo_ha=-0.0365 total_charge=0 homo_energy_ev=-8.7
C -0.64567 -2.35712 -0.16707
C 0.60330 -1.79244 -0.54301
C -1.74451 -0.61436 1.03605
C -0.62272 1.18327 -0.14881
C 0.60385 0.65555 -0.08217
C 1.77038 1.54002 0.28054
N -1.54513 -1.73562 0.57853
N 0.97175 -0.56872 -0.37632
O -3.13613 1.62721 0.14739
S -2.30417 0.57599 -0.33717
H -0.75143 -3.44776 -0.45113
H 1.44899 -2.47874 -1.06941
H -0.76321 2.27872 -0.08434
H 2.29881 2.07510 -0.53300
H 2.47910 0.81266 0.70593
H 1.33679 2.24624 1.04397


[2]
15
Properties=species:S:1:pos:R:3 method="wB97M-V/def2-TZVPD" lumo_ha="-0.2352 / -0.2352" total_charge=+1 homo_energy_ev="-15.2 / -15.2"
C 2.25497 -0.39355 0.89247
C -1.04333 -0.08955 -1.68960
C 0.18062 -0.56757 -2.29763
C -1.14755 0.20712 -0.38300
C 1.06228 -0.24136 0.23666
C -0.41908 0.54481 1.91171
N 3.27877 -0.54950 1.39363
N 1.28414 -0.76102 -1.75342
N -0.12195 0.13337 0.54842
H -1.91004 0.03298 -2.31844
H 0.14448 -0.81287 -3.36035
H -2.08883 0.52963 0.03611
H -0.04254 -0.19077 2.62461
H 0.06000 1.50551 2.11749
H -1.49195 0.65278 2.04133


[3]
17
Properties=species:S:1:pos:R:3 method="wB97M-V/def2-TZVPD" lumo_ha=0.1255 total_charge=-1 homo_energy_ev=-5.1
C 2.42220 1.25525 0.87594
C 1.97974 -1.26916 0.35718
C -0.08320 0.52268 -0.34880
C 1.39373 0.16658 -0.19794
C -2.58461 -0.11486 0.23472
C -1.24924 -0.45577 -0.37287
N 3.21478 2.03232 1.13939
N 0.37585 0.94804 -1.70119
N 1.62032 0.67305 -1.48405
O 2.96032 -1.62743 -0.25172
O 1.29669 -1.66620 1.28669
H -0.33270 1.33385 0.22838
H -3.59869 -0.59002 -0.10753
H -2.75735 1.05663 0.10765
H -2.41961 -0.17161 1.25778
H -1.26435 -0.85166 -1.38963
H -0.97388 -1.24168 0.36600


[4]
17
Properties=species:S:1:pos:R:3 method="wB97M-V/def2-TZVPD" lumo_ha=0.1180 total_charge=-1 homo_energy_ev=-3.5
C 0.96130 1.35102 0.52274
C -1.46388 -0.96282 -0.44885
C -3.72804 -0.32548 0.33674
C 0.20484 2.56206 0.03049
C -0.78192 0.21694 -0.28676
C -0.64259 -2.27621 -0.35341
N 0.44446 0.21326 0.34548
O -3.07800 -0.03658 1.31023
O -2.74048 -1.04601 -0.77371
O -4.90026 -0.41653 -0.05283
S -1.35149 1.91764 -0.54629
H 1.77989 1.70182 1.20495
H 0.14738 3.18326 1.00728
H 0.51632 3.03866 -0.87723
H -1.35408 -3.10350 0.04506
H 0.14636 -1.90073 0.23223
H -0.24215 -2.69250 -1.19942


[5]
17
Properties=species:S:1:pos:R:3 method="wB97M-V/def2-TZVPD" lumo_ha="-0.3081 / -0.3399" smiles="CC(C)=C1SC(=O)[N+](=O)C1=O" total_charge=+1 homo_energy_ev="-14.4 / -14.0"
C 0.38991 0.10417 -0.15227
C 1.30249 -1.04702 -0.23505
C 2.88814 0.86266 0.03924
C -0.95224 0.12115 0.07702
C -1.85259 1.36450 -0.00379
C -1.76770 -1.13060 0.20503
N 2.65094 -0.58626 0.03671
O 0.96170 -2.13065 -0.57214
O 3.90852 1.43574 0.22126
O 3.60532 -1.31604 0.13051
S 1.32806 1.69139 -0.33343
H -2.25204 1.52824 -1.03240
H -2.61371 1.24516 0.69749
H -1.49141 2.39748 0.26516
H -2.46646 -1.21030 -0.61305
H -1.26386 -2.19461 0.26022
H -2.37507 -1.13501 1.00949


[6]
15
Properties=species:S:1:pos:R:3 method="wB97M-V/def2-TZVPD" lumo_ha="-0.1874 / -0.1874" total_charge=+1 homo_energy_ev="-12.2 / -12.2"
C 1.47316 1.41019 -0.05051
C 1.79825 -0.90928 0.30050
C 0.34714 0.68038 -0.22743
C -0.55787 -1.58979 -0.18151
C -2.10698 -0.68298 0.84275
C -0.90192 1.17178 -0.77629
N 0.49525 -0.70577 -0.03056
S 2.83084 0.42232 0.31924
S -2.37109 0.82766 0.46826
H 1.42235 2.38822 -0.39875
H 2.33598 -1.85066 0.32184
H -0.56949 -2.39055 0.56593
H -2.35317 -1.41158 1.54788
H -0.81799 2.13649 -1.15457
H -1.02448 0.50357 -1.54678


[7]
13
Properties=species:S:1:pos:R:3 method="wB97M-V/def2-TZVPD" lumo_ha=0.0275 total_charge=0 homo_energy_ev=-8.5
C -0.98901 0.47977 0.40898
C -2.36796 0.27209 0.22017
C 0.18417 1.22115 0.01156
C -1.69158 -0.86285 -0.42770
C -0.37982 -0.87060 0.33537
C 0.91052 -0.21908 -0.35613
O 2.10563 -0.37651 0.29222
H 0.25102 2.17513 -0.60100
H 0.83810 1.61635 0.82992
H -1.61717 -1.07969 -1.55555
H -0.15889 -1.64235 1.09479
H 1.03233 -0.39823 -1.44328
H 1.88265 -0.31518 1.19064


[8]
13
Properties=species:S:1:pos:R:3 method="wB97M-V/def2-TZVPD" lumo_ha=0.0360 total_charge=0 homo_energy_ev=-7.9
C -0.15780 0.22588 -1.16683
C 0.09877 1.17233 0.01276
C -0.61174 0.46073 1.17485
C -0.51664 -0.85638 0.94743
C 0.20747 -1.02884 -0.30920
C 1.56828 0.71652 0.15942
O 1.62229 -0.48432 0.00231
H -1.11651 0.14758 -1.47695
H 0.48925 0.24240 -2.04693
H -0.00884 2.17114 -0.23646
H -1.04682 0.86083 2.06348
H -0.89684 -1.68887 1.58648
H 0.36914 -1.93899 -0.71036


Asked for molar mass across the records above, the calculation gives 154.194, 120.135, 152.133, 172.185, 172.185, 156.255, 94.113, 94.113 g/mol in order.
Asked for ΔE to the lowest compared entry with this formula, charge and spin across the records above, the calculation gives 479.7, 354.0, 405.9, 206.2, 321.7, 298.8, 630.0, 394.0 kJ/mol in order.